A cluster of 2 separate species, C6H12O in total. Source: the OMol25 dataset; level of theory: the ωB97M-V functional and the def2-TZVPD basis.

Its charge is 0. The spin multiplicity is 1. For the highest occupied orbital energy, the calculation gives -6.12 eV. Its SMILES is C=COC.C=CC.

```
19
Properties=species:S:1:pos:R:3:forces:R:3:mulliken_charge:R:1
C 2.149 -0.670 -0.413 0.2 0.0 -0.2 -0.74
O 1.207 -0.574 0.651 -0.2 0.1 0.1 -0.29
C 0.486 0.561 0.778 0.3 0.3 0.2 0.20
C 0.572 1.728 -0.031 0.4 0.0 0.0 -1.09
C -1.427 0.985 0.055 -0.5 -0.3 0.1 -0.51
C -1.430 -0.323 0.564 -0.3 0.1 0.0 -0.12
C -1.412 -1.532 -0.326 0.1 -0.1 -0.1 -1.13
H 3.078 -0.164 -0.133 -0.2 -0.1 -0.1 0.31
H 1.775 -0.239 -1.344 0.0 -0.1 0.1 0.33
H 2.337 -1.735 -0.551 0.0 0.1 0.0 0.25
H 0.258 0.740 1.825 0.0 0.0 -0.2 0.45
H 0.826 2.654 0.476 -0.1 -0.1 0.0 0.25
H 0.820 1.662 -1.084 -0.1 0.0 0.2 0.29
H -1.523 1.139 -1.016 0.1 0.0 0.2 0.26
H -1.794 1.811 0.657 0.1 -0.1 -0.1 0.33
H -1.701 -0.475 1.605 0.1 0.1 -0.1 0.35
H -2.398 -2.016 -0.386 0.2 0.1 0.0 0.36
H -1.125 -1.263 -1.351 0.0 0.0 0.1 0.28
H -0.697 -2.289 0.024 -0.1 0.1 -0.1 0.22
```
Positions in Å, forces in eV/Å.

=====

A cluster of 2 separate species, C3H3BrO2 in total in a non-equilibrium geometry. Source: the OMol25 dataset; level of theory: the ωB97M-V functional and the def2-TZVPD basis.

Its charge is 0. The spin multiplicity is 1. For the highest occupied orbital energy (spin up / spin down), the calculation gives -8.88 / -8.59 eV.

```
9
Properties=species:S:1:pos:R:3:forces:R:3:mulliken_charge:R:1
C 0.772 -1.136 0.518 2.2 -2.2 1.3 -0.60
C 0.253 -0.869 -0.698 -2.9 -2.2 0.0 0.10
C -0.933 1.563 0.013 1.6 -2.0 -0.2 0.52
O -1.159 1.028 1.009 -0.3 0.1 -0.4 -0.24
O 0.128 0.294 -1.255 -0.6 2.9 0.8 -0.52
Br -0.982 3.361 -0.427 0.0 -0.1 -0.5 0.03
H 1.008 -2.212 1.023 -1.3 2.6 -1.7 0.21
H 1.373 -0.382 1.032 -0.5 0.1 -0.2 0.25
H -0.461 -1.647 -1.215 1.7 0.8 0.9 0.26
```
Positions in Å, forces in eV/Å.

=====

In the order shown, the computed energy above the lowest of the compared OMol25 structures with the same formula, charge and spin values come out to 129.2, 75.9 kcal/mol.